Entry 1:
C23H56N6O7P2S as an isolated structure at a distorted geometry. Source: the OMol25 dataset; level of theory: ωB97M-V/def2-TZVPD.

## Properties
Kohn-Sham gap, eV: 8.5
Electronic energy, Ha: -2845.9167

Each line ends with the Mulliken charge.
Positions of all 95 atoms, in Å:
H  -4.6738  -2.0263  -1.0250  0.488
C  -7.5095  -0.1081  -0.9340  -1.864
N  5.4154  -1.6561  2.7054  0.235
H  -8.3594  0.6452  -3.8456  0.299
H  -4.2362  2.5856  -1.2464  0.398
H  4.0649  -5.8102  3.1177  0.388
H  4.9669  -2.4279  4.6293  0.319
C  3.7353  1.5633  -0.3859  -1.348
H  4.2036  -5.3654  0.1560  0.287
O  -5.4320  -4.0155  -2.5397  -0.614
H  6.3548  -1.3411  4.5491  0.345
N  3.4999  2.8819  0.2249  0.316
H  6.4868  -4.4729  -0.4503  0.367
N  2.2630  4.6725  1.3191  0.147
H  5.2162  0.2857  3.5043  0.495
C  4.6830  -0.4055  2.8463  -0.986
C  5.8246  -2.1338  4.0138  -1.032
H  -5.6859  1.5474  -2.4574  0.053
H  -8.1038  -0.7320  -0.2666  0.720
H  1.1567  0.8120  -1.0374  0.259
H  -3.7552  0.0145  -1.1713  0.250
H  -3.8736  0.4950  -4.6133  0.389
H  -9.4227  0.8204  -1.0779  0.480
H  -2.8883  0.3469  -2.6951  0.262
C  3.5277  -4.8741  0.8708  -1.014
H  -9.9926  0.6171  -3.2425  0.445
N  1.0732  2.1941  0.5798  0.241
O  -8.1067  2.1213  -1.8789  -0.641
H  -6.9303  0.5544  -0.2912  0.329
H  8.5596  -2.6486  0.8090  0.412
C  0.4296  1.3840  -0.4435  -1.111
H  3.8849  -4.2836  3.9599  0.247
C  -8.5292  0.7662  -1.7099  0.271
H  6.5245  -2.9640  3.9494  0.290
H  -5.4593  -2.4861  1.2268  0.286
S  -6.0794  -2.9406  -3.2073  1.341
N  4.2490  -4.1182  1.8862  0.083
H  -2.7028  2.0108  -0.6299  0.285
C  2.5038  4.2856  2.6969  -0.924
C  4.4346  -4.7857  3.1584  -0.917
H  3.0157  5.0950  3.2259  0.393
H  0.6806  0.6190  1.9142  0.365
P  4.9776  -2.6555  1.3828  0.766
N  6.5980  -3.2845  1.3330  -0.002
H  -2.8302  2.6342  -2.3219  0.339
H  2.0993  6.6691  1.9480  0.322
O  -5.0564  -1.7005  -3.3608  -0.497
H  1.6177  6.3975  0.2896  0.318
O  0.8185  4.3428  -0.6308  -0.850
C  7.5341  -2.2842  0.7493  -1.127
C  -5.7864  -1.6111  0.6739  -0.968
H  3.1612  3.4220  2.7739  0.169
O  -6.6760  -3.3143  -4.4392  -0.653
H  4.7791  1.2772  -0.2509  0.532
H  -9.0736  -0.8583  -3.1004  0.313
C  4.5402  3.7884  -0.3345  -1.153
H  4.4281  3.9154  -1.4156  0.372
H  7.3004  -2.0742  -0.2990  0.355
C  6.8230  -4.5349  0.5886  -1.045
H  3.5127  1.5510  -1.4572  0.341
H  7.4908  -1.3481  1.3012  0.310
C  -5.8265  -0.5463  -2.8926  -0.612
C  1.5892  5.9655  1.2853  -1.017
H  -4.3738  2.1872  -4.3075  0.450
C  -3.7093  0.6557  -2.0502  -0.206
H  0.4831  2.2182  2.6081  0.264
H  7.8878  -4.7678  0.5916  0.367
H  3.6795  -0.5585  3.2630  0.349
H  4.5818  0.0986  1.8906  -0.097
H  -5.5165  0.9781  -4.9643  0.421
C  -3.3141  2.0700  -1.5274  -1.343
H  1.5708  4.0813  3.2348  0.289
H  3.1550  0.7792  0.0972  0.321
P  1.9198  3.5808  0.0415  0.703
H  5.4867  -4.8602  3.4527  0.314
O  3.7810  -1.8926  0.8977  -0.791
H  -6.4909  -0.3908  -3.7491  0.560
C  -6.6128  -1.0525  -1.7170  2.313
H  -0.1308  2.0162  -1.1369  0.272
C  1.0906  1.6289  1.9140  -0.730
H  4.4865  4.7705  0.1299  0.323
O  -7.1871  -2.2948  -2.1994  -0.411
C  -4.6834  1.1444  -4.2806  -1.799
H  -6.1815  -0.7711  1.2326  0.280
H  6.3291  -5.3792  1.0656  0.302
H  2.8686  -4.2191  0.2969  0.234
H  2.1007  1.5381  2.3262  0.141
H  0.5414  5.8964  1.6017  0.310
C  -8.9895  0.2249  -3.0633  -1.474
H  2.8997  -5.6447  1.3142  0.437
H  -0.2800  0.6729  -0.0224  0.451
C  -5.0350  0.7540  -2.8171  0.918
C  -5.6043  -1.6115  -0.6543  -1.102
H  -7.3226  2.2851  -1.3516  0.291
H  5.5346  3.3887  -0.1340  0.398



Entry 2:
A 12-piece molecular cluster, C23H58BNO16 overall at a distorted geometry. Source: the OMol25 dataset; level of theory: ωB97M-V/def2-TZVPD.

## Properties
Kohn-Sham gap, eV: 8.1
Electronic energy, Ha: -2194.3064

Each line ends with the Mulliken charge.
Positions of all 99 atoms, in Å:
H  -8.0846  -0.2295  -1.7613  0.164
O  4.5914  2.4184  -4.4161  -0.501
H  -4.3646  0.1645  4.9277  0.334
H  -3.4226  1.9693  -2.7035  0.318
H  1.3368  0.3277  -1.6986  0.273
O  4.4523  -1.1410  1.0285  -0.549
H  2.5840  2.8784  -1.6082  0.272
C  1.8184  -7.9066  1.8305  -0.574
H  -6.6229  2.6243  -0.8050  0.297
H  -3.6162  3.7617  1.0959  -0.007
C  -1.7903  3.9610  -1.1616  -0.741
O  4.5945  -5.6985  0.1878  -0.456
C  -2.1824  -0.0568  0.0264  -0.476
C  1.0125  1.2049  2.4068  0.250
H  -4.5232  0.0097  3.1603  0.127
C  -7.4564  0.3478  5.1297  -0.565
H  7.1075  -9.4338  0.1076  0.225
H  3.9532  0.5261  -4.9287  0.096
H  1.4478  8.4419  -0.3800  0.235
C  -1.5723  2.5829  -0.3956  0.655
O  -1.3605  6.2041  0.0241  -0.750
H  8.8232  -9.7636  0.4527  0.244
H  4.3469  -6.5538  0.5670  0.276
C  0.5781  3.4387  1.2643  -0.107
H  3.3259  1.8617  -5.9445  0.254
H  2.9552  0.7278  -2.3264  0.223
C  2.2051  0.9751  -1.5708  -0.610
H  0.8717  10.0717  -0.8081  0.244
B  -4.9995  1.5913  -1.0111  0.804
H  -2.5287  3.7717  -2.0187  0.098
C  -0.2178  1.0262  1.4136  0.188
O  -7.5774  0.2476  -3.7011  -0.514
H  -4.5822  1.5450  0.9709  0.277
H  -7.1076  1.0400  -3.4029  0.298
C  4.1959  1.4801  -5.4043  -0.386
C  -8.5649  -0.0433  -2.7258  -0.438
C  4.0568  -2.0804  0.0388  -0.291
H  -7.4083  1.3389  4.6715  0.255
C  -0.4764  2.3991  0.6780  1.310
O  8.4456  -7.9941  -0.5124  -0.498
H  5.1798  -4.9989  2.0367  0.297
H  6.4571  -5.7982  1.0677  0.208
N  1.1464  2.6980  2.4387  -0.453
H  3.8145  -3.0334  0.5152  0.221
H  -2.8070  -0.9953  -0.2064  0.264
H  1.4715  -7.2669  1.0151  0.270
O  -3.5350  1.6885  3.8105  -0.471
C  -2.4354  1.3072  -0.7140  0.254
C  -1.0728  -0.2203  1.0938  -0.934
C  4.6138  -3.8036  -3.6751  -0.444
H  2.6841  -9.1858  0.6571  0.297
O  -5.1819  1.0827  0.3418  -0.596
H  3.7067  -1.0312  1.6338  0.285
H  -3.1707  5.6880  -0.8751  0.333
H  3.7460  -4.4510  -3.8022  0.208
H  7.9520  -8.5424  1.4122  0.248
H  -3.6665  0.1944  -2.1956  0.399
H  -2.9487  1.9299  4.5380  0.259
C  -3.0072  4.7226  1.1353  -0.944
H  5.3629  -4.0499  -4.4320  0.273
H  -8.4361  0.1970  5.5898  0.308
C  8.0561  -8.9897  0.4203  -0.513
C  0.5758  9.1007  -0.4095  -0.560
H  -2.1899  4.7339  1.9342  0.205
H  -0.8824  -1.2362  1.5991  0.426
H  0.3818  2.8996  3.1236  0.377
O  0.8985  4.5869  0.9133  -0.511
H  4.9913  -1.9013  -3.7135  0.282
O  1.7988  2.3279  -1.7265  -0.467
C  -3.8591  0.3128  3.9708  -0.488
H  -0.7851  4.2418  -1.6610  0.370
H  3.1859  -1.6992  -0.5009  0.196
H  5.8876  -4.1685  0.6291  0.235
H  -0.6634  7.6835  -0.8790  0.440
O  4.2062  -2.4511  -3.8306  -0.466
H  7.7495  -7.3250  -0.5197  0.302
O  -6.0844  2.3648  -1.5971  -0.659
C  5.5879  -5.1358  1.0321  -0.563
H  -9.1132  -0.9338  -3.0340  0.253
H  5.0193  1.3344  -6.1039  0.248
H  -2.9449  -0.2858  3.9331  0.270
H  4.8806  -2.2252  -0.6610  0.107
H  -0.5460  6.0418  -0.5098  0.410
H  5.0303  -3.9492  -2.6751  0.136
H  -3.7369  5.5706  1.4297  0.437
H  -9.2578  0.7982  -2.6433  0.228
C  -2.3458  5.1650  -0.2542  0.201
H  2.6204  0.8309  -0.5698  0.315
O  2.9571  -8.6457  1.4094  -0.508
C  -3.6022  1.2843  -1.8124  -1.189
H  -6.6039  0.9065  6.7785  0.288
O  1.6882  0.3597  3.0246  -0.581
O  -0.4186  8.5428  -1.2541  -0.542
H  2.0976  -7.2855  2.6819  0.216
H  1.0230  -8.5934  2.1299  0.300
O  -6.4402  0.2251  6.1146  -0.504
H  3.8446  2.5265  -3.8134  0.308
H  0.1728  9.2316  0.5982  0.243
H  -7.2972  -0.4115  4.3637  0.220